No. 1
2 unconnected molecules or ions with the total composition C24H51Cl3N4OP in a non-equilibrium geometry, computed with wB97M-V/def2-TZVPD.

XYZ file:
```
84
Properties=species:S:1:pos:R:3:lowdin_charge:R:1
C 9.336 -1.738 0.623 -0.11
C 9.700 -0.221 0.343 -0.24
C 8.364 0.630 0.368 -0.22
C 7.236 0.007 -0.547 -0.25
C 6.076 -0.471 0.431 -0.19
C 5.286 0.857 0.859 -0.20
C 3.809 0.735 0.320 -0.22
C 3.099 2.137 0.509 -0.20
C 1.870 2.039 1.489 -0.19
C 0.627 1.461 0.680 -0.21
C -0.587 2.471 0.566 -0.17
C -1.844 1.758 1.243 -0.16
C -3.139 2.496 0.759 -0.18
N -4.309 1.622 0.486 -0.09
C -4.394 0.366 1.155 -0.25
N -3.890 -0.696 0.600 -0.04
C -3.247 -0.754 -0.722 -0.10
C -1.794 -1.373 -0.696 -0.20
C -1.010 -0.754 -1.919 -0.08
N -3.990 -1.920 1.283 0.03
C -5.216 -2.669 0.821 -0.16
C -4.892 -3.793 -0.225 -0.18
C -5.625 -3.648 -1.602 -0.25
C -7.132 -3.207 -1.501 -0.11
N -5.051 0.536 2.407 0.12
C -5.965 1.696 2.164 -0.13
C -5.664 2.176 0.685 -0.43
P -5.949 4.017 0.369 0.63
O -7.565 4.023 -0.170 -0.34
Cl -4.838 4.652 -1.292 0.22
H 8.481 -1.772 1.338 0.06
H 9.034 -2.221 -0.333 0.07
H 10.185 -2.310 1.053 0.07
H 10.324 0.105 1.209 0.10
H 10.242 -0.083 -0.617 0.10
H 8.554 1.711 0.151 0.11
H 8.019 0.601 1.432 0.10
H 7.593 -0.796 -1.217 0.04
H 6.827 0.812 -1.206 0.08
H 5.422 -1.213 -0.069 0.07
H 6.499 -0.879 1.375 0.09
H 5.744 1.747 0.361 0.11
H 5.317 1.009 1.963 0.11
H 3.907 0.469 -0.755 0.07
H 3.241 -0.083 0.819 0.11
H 3.832 2.854 0.940 0.10
H 2.727 2.478 -0.484 0.11
H 2.103 1.365 2.350 0.11
H 1.559 3.038 1.876 0.10
H 0.332 0.519 1.213 0.10
H 0.957 1.125 -0.335 0.10
H -0.843 2.517 -0.522 0.10
H -0.383 3.463 1.015 0.11
H -1.744 1.887 2.342 0.13
H -1.766 0.694 0.948 0.07
H -3.443 3.272 1.504 0.12
H -2.882 3.033 -0.187 0.08
H -3.212 0.213 -1.259 0.13
H -3.863 -1.442 -1.353 0.12
H -1.261 -1.183 0.264 0.10
H -1.838 -2.474 -0.833 0.10
H -0.064 -1.290 -2.132 0.08
H -1.653 -0.842 -2.830 0.09
H -0.838 0.328 -1.721 0.06
H -4.026 -1.762 2.286 0.12
H -5.934 -1.894 0.460 0.11
H -5.650 -3.110 1.753 0.13
H -5.043 -4.800 0.230 0.12
H -3.791 -3.731 -0.422 0.10
H -5.605 -4.660 -2.082 0.11
H -5.084 -2.984 -2.322 0.10
H -7.550 -3.439 -0.495 0.08
H -7.761 -3.590 -2.331 0.08
H -7.156 -2.089 -1.591 0.07
H -5.551 -0.339 2.590 0.13
H -5.725 2.444 2.957 0.12
H -7.017 1.373 2.334 0.13
H -6.348 1.595 0.002 0.12
H -7.746 3.156 -0.563 0.04
C 4.650 -0.997 -3.837 -0.99
Cl 3.789 -1.769 -2.500 0.52
Cl 6.392 -0.920 -3.544 0.58
H 4.475 -1.578 -4.738 0.02
H 4.269 0.012 -3.969 0.03
```

As for the total charge: +1. For the electronic energy, the calculation gives -80570.9873 eV. The HOMO-LUMO gap comes out at 8.6 eV.


No. 2
11 unconnected molecules or ions with the total composition C47H104F36N5OP6 in a non-equilibrium geometry, computed with wB97M-V/def2-TZVPD.

XYZ file:
```
199
Properties=species:S:1:pos:R:3:lowdin_charge:R:1
C 4.511 8.924 3.502 0.02
C 3.640 8.412 2.374 -0.38
O 3.162 7.295 2.354 0.16
N 3.416 9.370 1.223 0.13
H 3.997 10.142 1.519 0.15
H 3.801 8.880 0.428 0.19
C 1.878 9.815 1.277 0.10
H 4.097 8.661 4.475 0.10
H 4.829 9.965 3.445 0.09
H 5.437 8.349 3.522 0.11
H 1.539 10.028 2.291 0.11
H 1.341 8.975 0.835 0.11
H 1.794 10.654 0.586 0.11
C 10.105 -1.334 -5.409 -0.08
C 10.544 -2.664 -4.704 -0.24
C 9.339 -3.534 -4.704 -0.23
C 8.695 -3.830 -6.073 -0.09
N 7.878 -5.181 -6.138 -0.16
C 8.876 -6.452 -6.050 -0.04
C 8.943 -7.134 -7.434 -0.15
C 7.550 -6.785 -7.944 -0.16
C 7.363 -5.350 -7.594 -0.09
C 6.786 -5.064 -5.055 -0.11
C 5.746 -6.186 -5.001 -0.24
C 4.906 -6.272 -3.778 -0.09
H 9.517 -1.413 -6.323 0.08
H 11.001 -0.745 -5.607 0.08
H 9.508 -0.806 -4.666 0.08
H 10.860 -2.659 -3.661 0.12
H 11.392 -2.866 -5.359 0.11
H 8.514 -3.263 -4.044 0.12
H 9.754 -4.490 -4.383 0.10
H 9.533 -4.038 -6.739 0.14
H 7.924 -3.111 -6.348 0.14
H 8.358 -7.090 -5.334 0.12
H 9.872 -6.149 -5.727 0.12
H 9.182 -8.191 -7.315 0.12
H 9.782 -6.862 -8.074 0.12
H 6.860 -7.451 -7.427 0.12
H 7.387 -6.874 -9.018 0.13
H 6.306 -5.087 -7.624 0.14
H 7.877 -4.586 -8.178 0.14
H 6.290 -4.138 -5.348 0.15
H 7.315 -4.989 -4.105 0.12
H 6.229 -7.086 -5.383 0.10
H 5.113 -5.775 -5.788 0.12
H 4.206 -7.085 -3.973 0.08
H 4.212 -5.443 -3.638 0.09
H 5.416 -6.496 -2.841 0.08
C -16.276 -1.175 4.779 -0.12
C -15.865 -0.567 3.478 -0.25
C -14.429 0.001 3.296 -0.17
C -13.335 -1.028 2.989 -0.08
N -11.765 -0.630 3.002 -0.17
C -11.460 -0.147 4.407 -0.07
C -10.904 -1.397 5.206 -0.14
C -10.955 -2.597 4.307 -0.17
C -10.965 -1.952 2.930 -0.10
C -11.287 0.359 1.871 -0.07
C -11.245 -0.359 0.483 -0.24
C -10.163 0.369 -0.310 -0.08
H -15.552 -1.881 5.186 0.07
H -17.245 -1.646 4.610 0.08
H -16.564 -0.483 5.570 0.08
H -16.645 0.181 3.340 0.11
H -16.154 -1.294 2.719 0.11
H -14.277 0.776 4.047 0.12
H -14.362 0.491 2.325 0.10
H -13.566 -1.664 2.135 0.14
H -13.510 -1.759 3.779 0.11
H -10.577 0.492 4.384 0.13
H -12.341 0.358 4.804 0.11
H -9.833 -1.264 5.352 0.12
H -11.281 -1.700 6.183 0.12
H -9.957 -3.025 4.402 0.13
H -11.743 -3.300 4.575 0.12
H -9.968 -1.589 2.681 0.15
H -11.438 -2.566 2.164 0.13
H -10.286 0.731 2.088 0.13
H -12.058 1.129 1.857 0.13
H -12.219 -0.324 -0.005 0.11
H -10.988 -1.417 0.505 0.10
H -10.248 -0.120 -1.280 0.09
H -9.174 0.383 0.149 0.09
H -10.490 1.409 -0.308 0.08
C -1.614 4.703 1.921 -0.07
C -1.972 4.285 0.458 -0.26
C -1.022 3.732 -0.526 -0.20
C -0.414 2.364 -0.068 -0.06
N 0.311 1.506 -1.251 -0.15
C 0.782 0.134 -0.695 -0.06
C 2.032 -0.199 -1.553 -0.14
C 2.713 1.126 -1.799 -0.16
C 1.663 2.166 -1.553 -0.13
C -0.649 1.404 -2.524 -0.06
C -1.852 0.519 -2.206 -0.26
C -2.816 0.462 -3.318 -0.10
H -2.473 5.098 2.463 0.07
H -0.938 5.558 1.942 0.06
H -1.170 3.840 2.418 0.06
H -2.524 5.008 -0.143 0.12
H -2.765 3.538 0.495 0.11
H -0.191 4.403 -0.742 0.13
H -1.587 3.608 -1.450 0.11
H -1.108 1.668 0.402 0.12
H 0.328 2.574 0.702 0.12
H -0.148 -0.425 -0.801 0.10
H 0.937 0.307 0.370 0.13
H 1.827 -0.627 -2.534 0.11
H 2.580 -1.058 -1.168 0.11
H 3.077 1.201 -2.823 0.13
H 3.555 1.380 -1.155 0.12
H 1.586 2.835 -2.410 0.14
H 2.094 2.886 -0.857 0.13
H -0.099 0.929 -3.336 0.14
H -0.783 2.416 -2.906 0.13
H -2.366 1.036 -1.396 0.11
H -1.738 -0.484 -1.792 0.12
H -3.727 0.064 -2.874 0.09
H -2.474 -0.150 -4.153 0.09
H -3.148 1.432 -3.690 0.09
C 4.147 0.445 5.175 -0.08
C 3.816 -0.653 6.235 -0.25
C 4.310 -1.968 5.718 -0.20
C 4.000 -3.057 6.821 -0.09
N 4.505 -4.461 6.529 -0.20
C 4.055 -5.409 7.648 -0.11
C 5.133 -5.340 8.704 -0.14
C 6.474 -5.273 7.942 -0.13
C 6.062 -4.671 6.624 -0.07
C 4.026 -4.955 5.159 -0.10
C 2.456 -5.111 4.951 -0.21
C 1.961 -4.968 3.522 -0.09
H 3.166 0.774 4.834 0.08
H 4.796 0.069 4.384 0.07
H 4.709 1.317 5.510 0.07
H 2.735 -0.688 6.369 0.12
H 4.350 -0.445 7.162 0.11
H 5.370 -1.952 5.464 0.11
H 3.813 -2.172 4.769 0.11
H 3.001 -2.970 7.250 0.14
H 4.528 -2.858 7.754 0.13
H 3.973 -6.395 7.191 0.14
H 3.041 -5.173 7.972 0.14
H 5.062 -6.278 9.254 0.12
H 4.943 -4.484 9.353 0.12
H 6.932 -6.259 7.858 0.12
H 7.264 -4.677 8.399 0.12
H 6.261 -5.358 5.802 0.12
H 6.552 -3.755 6.294 0.13
H 4.539 -5.892 4.943 0.13
H 4.392 -4.207 4.456 0.11
H 1.877 -4.406 5.548 0.11
H 2.121 -5.989 5.503 0.10
H 2.125 -5.827 2.870 0.08
H 2.403 -4.111 3.014 0.08
H 0.874 -4.911 3.469 0.09
P 3.768 0.364 -8.736 0.25
F 4.582 1.607 -8.022 -0.20
F 5.190 0.004 -9.504 -0.22
F 4.026 -0.569 -7.439 -0.19
F 3.017 -0.864 -9.566 -0.21
F 2.344 1.015 -8.126 -0.22
F 3.398 1.373 -9.981 -0.21
P -7.161 -5.047 -5.334 0.11
F -6.868 -6.496 -4.652 -0.18
F -6.594 -5.533 -6.823 -0.20
F -8.739 -5.401 -5.569 -0.19
F -7.405 -3.618 -5.944 -0.17
F -7.578 -4.431 -3.885 -0.21
F -5.735 -4.456 -5.016 -0.17
P -4.474 12.526 1.465 0.27
F -4.425 11.098 0.577 -0.23
F -3.310 13.162 0.496 -0.20
F -5.579 13.317 0.451 -0.22
F -4.344 13.823 2.466 -0.20
F -5.673 11.842 2.320 -0.19
F -3.459 11.773 2.533 -0.23
P 7.992 6.350 -2.197 0.19
F 8.574 4.846 -2.105 -0.19
F 8.953 6.585 -3.507 -0.19
F 6.709 5.802 -3.143 -0.21
F 7.330 7.867 -2.186 -0.21
F 7.213 5.984 -0.793 -0.23
F 9.167 6.940 -1.329 -0.17
P 0.914 8.025 -4.821 0.14
F -0.347 7.421 -4.003 -0.20
F 1.027 6.600 -5.581 -0.19
F -0.108 8.439 -5.990 -0.17
F 2.175 8.559 -5.694 -0.18
F 0.666 9.431 -4.044 -0.19
F 2.028 7.571 -3.674 -0.22
P -3.751 -1.273 3.819 0.31
F -3.049 0.236 4.014 -0.22
F -4.481 -0.830 2.396 -0.21
F -2.488 -1.836 2.930 -0.20
F -4.543 -2.762 3.658 -0.23
F -3.013 -1.652 5.280 -0.22
F -5.091 -0.756 4.617 -0.21
```

As for the total charge: -1. For the electronic energy, the calculation gives -213509.1161 eV. The HOMO-LUMO gap comes out at 7.0 eV.


No. 3
A molecular structure, C46H55CrN3OS in a non-equilibrium geometry, computed with wB97M-V/def2-TZVPD.

XYZ file:
```
107
Properties=species:S:1:pos:R:3:lowdin_charge:R:1
Cr -0.333 0.279 0.050 0.76
C -0.745 -5.272 1.786 -0.05
C -1.207 -4.239 0.751 -0.37
C -1.854 -4.939 -0.450 -0.05
C -2.164 -3.229 1.372 -0.14
C -3.406 -3.686 1.799 -0.02
C -4.355 -2.825 2.316 -0.04
C -4.098 -1.466 2.353 -0.02
C -2.887 -0.959 1.907 -0.13
C -2.659 0.542 1.939 -0.37
C -3.856 1.323 1.397 -0.04
C -2.287 1.003 3.348 -0.04
C -1.892 -1.851 1.478 -0.16
N -0.606 -1.332 1.130 0.01
C 0.414 -1.893 1.705 -0.06
C 1.789 -1.676 1.409 -0.14
C 2.724 -2.351 2.222 -0.03
C 4.072 -2.265 2.007 -0.07
C 4.535 -1.481 0.942 -0.05
C 3.656 -0.835 0.110 0.00
C 2.253 -0.917 0.294 -0.21
N 1.385 -0.280 -0.548 -0.02
C 1.875 0.127 -1.817 -0.17
C 2.236 -0.834 -2.775 -0.13
C 2.788 -0.393 -3.970 -0.02
C 2.965 0.955 -4.224 -0.04
C 2.541 1.896 -3.302 -0.03
C 1.978 1.498 -2.097 -0.10
C 1.389 2.441 -1.052 -0.19
C 3.271 4.106 -0.964 -0.03
C -0.881 3.176 -0.255 -0.02
C 1.953 -2.310 -2.571 -0.36
C 0.861 -2.756 -3.553 -0.04
C 3.209 -3.172 -2.727 -0.05
H -0.042 -5.973 1.333 0.09
H -1.591 -5.840 2.174 0.08
H -0.252 -4.795 2.635 0.07
H -0.326 -3.720 0.371 0.12
H -2.696 -5.562 -0.148 0.08
H -1.122 -5.582 -0.941 0.09
H -2.209 -4.211 -1.181 0.07
H -3.634 -4.742 1.724 0.12
H -5.303 -3.209 2.669 0.11
H -4.857 -0.798 2.738 0.12
H -1.810 0.779 1.278 0.06
H -4.699 1.271 2.085 0.08
H -4.171 0.929 0.429 0.10
H -3.599 2.377 1.277 0.08
H -3.068 0.708 4.049 0.09
H -2.186 2.090 3.383 0.08
H -1.348 0.549 3.666 0.07
H 0.213 -2.603 2.505 0.14
H 2.349 -2.963 3.035 0.12
H 4.769 -2.792 2.643 0.11
H 5.600 -1.386 0.768 0.11
H 4.029 -0.235 -0.709 0.13
H 3.091 -1.119 -4.715 0.12
H 3.408 1.279 -5.157 0.11
H 2.647 2.941 -3.540 0.11
H 1.776 2.105 -0.088 0.10
H 3.826 3.523 -1.696 0.08
H 3.585 3.776 0.028 0.08
H 3.549 5.153 -1.080 0.09
H -0.833 4.161 -0.721 0.10
H -0.522 3.241 0.771 0.07
H -1.926 2.864 -0.251 0.10
H 1.561 -2.458 -1.565 0.12
H 1.175 -2.589 -4.584 0.08
H -0.062 -2.199 -3.378 0.07
H 0.652 -3.821 -3.429 0.08
H 3.581 -3.139 -3.752 0.08
H 2.983 -4.212 -2.487 0.08
H 4.005 -2.836 -2.061 0.07
C 1.207 4.682 -2.309 -0.06
C 0.230 4.329 -3.150 -0.07
C -0.535 3.096 -3.235 0.00
C -0.693 2.109 -2.342 -0.19
N -0.097 2.170 -1.005 -0.14
C 1.753 3.931 -1.130 -0.31
C -1.534 0.926 -2.536 -0.17
C -2.361 0.760 -3.650 -0.02
C -3.170 -0.355 -3.769 -0.07
C -3.152 -1.328 -2.779 -0.07
C -2.317 -1.175 -1.684 -0.10
C -1.495 -0.057 -1.529 -0.13
H 1.668 5.653 -2.468 0.12
H -0.006 5.036 -3.938 0.11
H -1.057 2.979 -4.175 0.11
H 1.305 4.408 -0.247 0.13
H -2.387 1.507 -4.433 0.11
H -3.817 -0.466 -4.629 0.11
H -3.792 -2.198 -2.857 0.11
H -2.307 -1.955 -0.933 0.07
O 0.554 1.274 1.886 -0.57
S 1.739 1.975 2.504 1.01
C 1.860 1.353 4.224 -0.28
C 1.135 2.342 5.124 -0.22
C 1.436 3.723 4.547 -0.22
C 1.113 3.611 3.064 -0.29
H 2.926 1.296 4.449 0.10
H 1.439 0.348 4.223 0.10
H 1.458 2.247 6.159 0.12
H 0.059 2.159 5.084 0.11
H 2.488 3.977 4.695 0.12
H 0.833 4.500 5.016 0.12
H 1.559 4.396 2.454 0.09
H 0.037 3.570 2.899 0.09
```

As for the total charge: +1. For the electronic energy, the calculation gives -94363.9631 eV. The expectation value of S² is 0.76. As for the spin multiplicity: 2. The HOMO-LUMO gap (spin up / spin down) comes out at 7.1 / 7.2 eV.


No. 4
9 unconnected molecules or ions with the total composition C6H30O8 in a non-equilibrium geometry, computed with wB97M-V/def2-TZVPD.

XYZ file:
```
44
Properties=species:S:1:pos:R:3:lowdin_charge:R:1
C 1.291 0.599 -2.989 -0.12
C 0.158 0.387 -2.043 -0.27
C 0.285 -0.922 -1.228 -0.37
C 1.440 -0.757 -0.249 -0.07
C -0.930 -1.417 -0.440 -0.24
C -2.271 -0.714 -0.792 -0.10
H 1.399 1.643 -3.401 0.08
H 2.368 0.277 -2.874 0.08
H 0.980 0.046 -3.940 0.09
H -0.880 0.328 -2.565 0.13
H -0.241 1.200 -1.404 0.09
H 0.421 -1.717 -2.006 0.14
H 2.476 -0.970 -0.505 0.05
H 1.267 -1.278 0.719 0.06
H 1.567 0.362 0.102 0.11
H -1.059 -2.415 -0.780 0.03
H -0.846 -1.335 0.656 0.09
H -3.028 -0.946 0.022 0.09
H -2.329 0.325 -1.012 0.03
H -2.698 -1.266 -1.726 0.10
O -1.551 -3.498 1.715 -0.06
H -2.278 -3.960 2.153 0.05
H -0.877 -4.181 1.527 0.06
O 1.982 2.834 0.987 -0.10
H 2.177 3.763 1.155 0.03
H 2.595 2.714 0.177 0.08
O 4.820 0.627 -0.786 -0.07
H 4.099 0.170 -0.308 0.01
H 4.209 0.928 -1.491 0.03
O 1.447 -0.430 3.380 -0.05
H 1.650 -0.679 4.277 0.03
H 0.659 -0.882 3.027 0.04
O -2.962 2.788 2.084 -0.06
H -2.072 2.475 2.295 -0.02
H -3.431 2.211 1.488 0.03
O -1.459 3.271 -0.550 -0.07
H -1.739 4.183 -0.485 0.04
H -1.488 2.636 0.183 0.01
O -1.154 -4.336 -1.724 -0.07
H -1.820 -4.079 -1.045 0.04
H -0.927 -3.539 -2.203 0.01
O -0.765 1.967 3.563 -0.03
H -0.086 2.389 3.040 0.04
H -0.402 1.196 3.992 0.03
```

As for the total charge: 0. For the electronic energy, the calculation gives -23086.4777 eV. The HOMO-LUMO gap comes out at 10.7 eV.


No. 5
A single CH2ClF2NS molecule in a non-equilibrium geometry, computed with wB97M-V/def2-TZVPD.

XYZ file:
```
8
Properties=species:S:1:pos:R:3:lowdin_charge:R:1
C 0.208 0.270 1.064 -0.75
N -0.726 -0.499 0.435 -0.35
F -1.174 0.754 -2.154 -0.38
F 0.320 -1.137 -1.987 -0.37
S -1.061 -0.641 -1.137 1.14
Cl 1.893 -0.242 0.728 0.51
H 0.227 0.130 2.244 0.11
H 0.314 1.364 0.805 0.08
```

As for the total charge: 0. For the electronic energy, the calculation gives -31349.9679 eV. The HOMO-LUMO gap comes out at 10.2 eV.


No. 6
A molecular structure, C5H20AlN10O5 in a non-equilibrium geometry, computed with wB97M-V/def2-TZVPD.

XYZ file:
```
41
Properties=species:S:1:pos:R:3:lowdin_charge:R:1
Al -0.276 -0.480 -0.004 1.53
C -3.155 -2.282 -1.956 -0.57
O -2.139 -1.578 -1.722 -0.05
N -3.760 -3.104 -1.081 0.21
N -3.946 -1.995 -3.015 0.20
H -4.551 -3.623 -1.419 0.13
H -3.448 -3.154 -0.127 0.13
H -4.792 -2.479 -3.268 0.14
H -3.751 -1.245 -3.656 0.12
C 2.241 1.339 2.552 -0.60
O 1.891 0.718 1.531 -0.01
N 3.536 1.435 2.928 0.21
N 1.389 1.759 3.506 0.20
H 4.214 1.077 2.275 0.13
H 3.830 1.759 3.832 0.13
H 1.738 2.300 4.279 0.13
H 0.397 1.636 3.403 0.10
C -0.131 0.130 -3.855 -0.59
O 0.265 -0.229 -2.721 -0.02
N 0.598 -0.111 -4.995 0.22
N -1.291 0.752 -4.069 0.20
H 0.166 0.403 -5.740 0.12
H 1.603 -0.097 -4.883 0.14
H -1.953 0.895 -3.326 0.12
H -1.550 1.043 -4.994 0.13
C 2.338 -2.787 1.919 -0.59
O 1.300 -2.233 1.526 -0.01
N 3.544 -2.169 1.987 0.20
N 2.429 -4.073 2.306 0.23
H 3.584 -1.172 1.866 0.08
H 4.421 -2.656 2.035 0.13
H 1.678 -4.720 2.116 0.14
H 3.207 -4.404 2.850 0.14
C -1.209 3.164 1.275 -0.60
O -1.029 1.913 1.231 -0.08
N -1.416 3.855 0.136 0.20
N -1.126 3.908 2.383 0.22
H -1.468 3.264 -0.674 0.11
H -1.296 4.852 0.131 0.13
H -1.307 4.880 2.206 0.14
H -0.775 3.507 3.232 0.11
```

As for the total charge: +3. For the electronic energy, the calculation gives -37218.9410 eV. The HOMO-LUMO gap comes out at 3.7 eV.